Entry 1:
Molecular formula: C11H18
Method: DFT, ωB97M-V/def2-TZVPD

Positions of all 29 atoms, in Å:
C: -1.2973 0.9081 -1.7888
C: -0.7769 1.3948 -0.4359
C: 0.0142 2.5303 -0.2641
C: 0.4514 2.7810 1.0514
C: -0.1040 2.1229 2.1404
C: -1.1423 1.2132 1.9471
C: -1.4796 0.8438 0.6689
H: -1.2128 1.6855 -2.5662
H: -2.3667 0.8360 -1.6390
H: -0.7967 0.0004 -2.1582
H: 0.3907 3.0788 -1.1020
H: 1.1567 3.5674 1.3162
H: 0.3218 2.1867 3.1387
H: -1.7419 0.8853 2.7909
H: -2.3147 0.1743 0.4745
C: 0.0224 -3.2114 -1.3624
C: 0.9420 -2.1764 -0.7769
C: 0.3878 -1.7011 0.5447
C: 2.4077 -2.6163 -0.7840
H: 0.0611 -4.1099 -0.7123
H: 0.2009 -3.6559 -2.3402
H: -1.0107 -2.8553 -1.3425
H: 0.8466 -1.3324 -1.5159
H: 0.6604 -2.4042 1.3360
H: 0.9167 -0.8050 0.8700
H: -0.6725 -1.4341 0.5857
H: 2.6108 -3.4775 -0.1426
H: 2.7954 -2.8158 -1.7778
H: 3.1040 -1.8154 -0.5203

Properties
Total charge: 0
LUMO, eV: 1.0
Spin multiplicity: 1
Energy relative to the best compared isomer or geometry (same formula, charge and spin), kcal per mole: 21.5
SMILES string: Cc1ccccc1.CC(C)C
HOMO energy, eV: -8.96

natural (NBO) population analysis, charges in e, atoms 1 to 2: -0.64, 0.01

***

Entry 2:
Molecular formula: C28H24F2O4
Method: DFT, ωB97M-V/def2-TZVPD

Positions of all 58 atoms, in Å:
F: -2.1643 -3.1389 4.5137
C: -1.2936 -3.1333 3.4521
C: -0.3633 -4.1551 3.3093
C: 0.4865 -4.0910 2.1940
C: 0.3146 -3.1094 1.2060
C: -0.6573 -2.0842 1.3357
C: -0.9431 -1.0714 0.3045
C: -2.1922 -0.3398 0.4242
C: -2.5500 0.7704 -0.3020
C: -3.8521 1.4145 -0.3271
C: -4.9054 1.1047 0.5829
C: -6.1844 1.5801 0.3208
F: -7.2137 1.2297 1.1670
C: -6.4752 2.4154 -0.7650
C: -5.4194 2.7827 -1.6124
C: -4.1245 2.3238 -1.3844
C: -1.3662 -2.0507 2.5641
H: -0.3178 -4.9469 4.0590
H: 1.2988 -4.8211 2.1120
H: 0.9527 -3.1847 0.3263
H: -0.7445 -1.3967 -0.7444
H: -2.9521 -0.7792 1.0859
H: -1.8004 1.1930 -0.9700
H: -4.6867 0.4959 1.4657
H: -7.5007 2.7306 -0.9485
H: -5.6211 3.4614 -2.4475
H: -3.3033 2.6340 -2.0408
H: -2.0292 -1.2209 2.7966
C: 2.3242 1.3476 -2.3920
C: 0.8655 0.9302 -2.2996
C: 0.0823 1.3772 -3.5127
O: 0.7186 -0.5070 -2.1630
C: 1.2937 -1.0447 -1.0224
O: 1.8917 -2.1012 -1.0905
C: 0.8932 -0.3885 0.2790
C: 1.9331 -0.5761 1.3470
C: 3.3480 -0.1007 0.9184
C: 3.8284 1.1709 1.2622
C: 5.0784 1.6118 0.8053
C: 5.8317 0.8271 -0.0794
C: 5.4003 -0.4805 -0.3465
C: 4.1538 -0.9207 0.1141
C: 0.5851 1.0705 0.1160
O: 0.5847 1.8013 1.0840
O: 0.2652 1.5640 -1.1331
H: 2.8954 1.0248 -1.5109
H: 2.7950 0.9124 -3.2876
H: 2.3757 2.4455 -2.4383
H: -0.9435 1.0273 -3.4652
H: 0.0693 2.4609 -3.5831
H: 0.5296 0.9691 -4.4144
H: 1.6149 0.0160 2.2132
H: 1.9811 -1.6430 1.6387
H: 3.1955 1.8440 1.8548
H: 5.4545 2.5955 1.0920
H: 6.7611 1.1897 -0.4934
H: 6.0168 -1.1390 -0.9651
H: 3.7843 -1.8976 -0.2050

Properties
Total charge: 0
LUMO, eV: -0.7
Spin multiplicity: 1
HOMO energy, eV: -8.53

natural (NBO) population analysis, charges in e, atoms 1 to 2: -0.33, 0.40

***

Entry 3:
Molecular formula: C6H8N2O
Method: DFT, ωB97M-V/def2-TZVPD

Positions of all 17 atoms, in Å:
N: -2.1428 -1.3663 0.0844
C: -1.3648 -0.2199 0.0274
C: -1.7083 1.1205 0.0087
C: -0.4618 1.8568 -0.0333
C: 0.5619 0.9509 0.0059
N: -0.0337 -0.2935 0.0617
O: 0.8031 -1.3601 -0.2429
C: 2.0932 -0.8068 0.2142
C: 2.0478 0.6799 -0.0637
H: -3.1002 -1.1047 0.3668
H: -2.0944 -1.9492 -0.7505
H: -2.7492 1.5014 0.0082
H: -0.3358 2.9370 -0.0966
H: 2.7919 -1.3848 -0.4139
H: 2.1612 -1.0441 1.2713
H: 2.6657 1.2038 0.6478
H: 2.4627 0.8515 -1.0675

Properties
Total charge: 0
LUMO, eV: 1.0
Spin multiplicity: 1
Energy relative to the best compared isomer or geometry (same formula, charge and spin), kcal per mole: 55.4
SMILES string: Nc1ccc2n1OCC2
HOMO energy, eV: -7.50

natural (NBO) population analysis, charges in e, atoms 1 to 2: -0.82, 0.27

***

Entry 4:
Molecular formula: C27H40B2N5O4S
Method: DFT, ωB97M-V/def2-TZVPD

Positions of all 79 atoms, in Å:
C: -0.2867 -5.4651 2.0989
O: 0.5262 -4.4812 2.7826
C: 1.1265 -3.5357 1.8655
C: 2.6024 -4.0799 1.4527
C: 3.6495 -2.8846 1.1423
C: 3.9956 -2.8885 -0.4382
C: 4.9096 -1.6055 -0.8635
C: 3.8972 -0.3546 -1.1561
C: 4.4284 1.0410 -0.5606
N: 3.4434 1.7710 0.2919
C: 2.0264 1.9399 0.1789
S: 0.9452 1.2498 -1.1405
N: 1.3959 2.7539 1.1772
C: 2.4757 3.2078 2.0698
B: 2.2064 4.2038 3.3283
O: 2.5573 3.9718 4.6940
O: 1.5807 5.4875 3.0147
C: 3.7590 2.5776 1.4988
B: 5.1926 2.8791 2.2016
C: 5.4783 2.9721 3.7924
O: 6.3108 3.1253 1.2897
H: -1.1962 -5.7765 2.7350
H: 0.3512 -6.4215 1.9694
H: -0.6579 -5.1321 1.0706
H: 0.5023 -3.3365 0.9236
H: 1.2666 -2.5240 2.4112
H: 2.5220 -4.7561 0.5156
H: 3.0518 -4.7032 2.2983
H: 3.2132 -1.8739 1.4856
H: 4.6448 -3.1161 1.6819
H: 2.9896 -2.9058 -0.9871
H: 4.5527 -3.8522 -0.7408
H: 5.4546 -1.9439 -1.8264
H: 5.6871 -1.3708 -0.0612
H: 2.8807 -0.6868 -0.7556
H: 3.9104 -0.2383 -2.3067
H: 4.7984 1.7341 -1.3915
H: 5.3345 0.8170 0.1216
H: -0.1037 2.1426 -1.4287
H: 0.3939 2.9842 1.2689
H: 2.8660 3.0537 4.8527
H: 0.9453 5.7199 3.7303
H: 4.9855 2.1416 4.4042
H: 6.6027 3.0030 4.0615
H: 5.0567 3.9784 4.1833
H: 6.9401 2.3911 1.4689
N: -1.7575 0.0331 -2.8751
C: -2.7405 0.4629 -3.6843
C: -4.0884 0.2645 -3.4338
C: -4.4486 -0.4215 -2.2830
C: -3.4552 -0.8792 -1.4294
C: -2.1350 -0.6275 -1.7655
H: -2.4096 0.9905 -4.5729
H: -4.8380 0.6362 -4.1214
H: -5.4938 -0.5978 -2.0534
H: -3.7010 -1.4185 -0.5231
H: -1.3227 -0.9620 -1.1276
N: -1.9789 3.3521 2.5394
C: -1.8459 4.6766 2.7067
C: -2.7823 5.4703 3.3477
C: -3.9288 4.8632 3.8411
C: -4.0934 3.4945 3.6780
C: -3.0959 2.7881 3.0266
H: -0.9331 5.0999 2.2989
H: -2.6209 6.5354 3.4577
H: -4.6866 5.4506 4.3476
H: -4.9753 2.9885 4.0498
H: -3.1754 1.7160 2.8788
N: -7.6668 -2.4430 -6.1065
C: -7.4942 -3.6550 -6.6577
C: -6.2914 -4.3435 -6.6462
C: -5.1995 -3.7463 -6.0335
C: -5.3497 -2.4928 -5.4573
C: -6.5949 -1.8888 -5.5189
H: -8.3758 -4.0787 -7.1273
H: -6.2106 -5.3211 -7.1048
H: -4.2408 -4.2527 -6.0048
H: -4.5187 -1.9970 -4.9712
H: -6.7635 -0.9101 -5.0798

Properties
Total charge: +1
LUMO, eV: -3.3
Spin multiplicity: 1
Energy relative to the best compared isomer or geometry (same formula, charge and spin), kcal per mole: 0.0
HOMO energy, eV: -11.11

Löwdin population analysis, charges in e, atoms 1 to 2: -0.12, -0.23

***

Entry 5:
Molecular formula: C4H7N3
Method: DFT, ωB97M-V/def2-TZVPD

Positions of all 14 atoms, in Å:
C: -2.5713 0.3721 -0.3247
N: -1.1867 0.0094 -0.2186
C: -0.6635 -1.0940 -0.1506
N: 0.1231 -2.0066 -0.0630
H: -3.0897 0.2258 0.6257
H: -3.1037 -0.2593 -1.0398
H: -2.6735 1.4132 -0.6268
H: 0.8407 -2.2090 -0.7361
C: 2.0421 0.5659 0.9169
C: 1.8042 0.5798 -0.5806
N: 2.1330 0.6948 -1.6828
H: 1.1923 0.1441 1.4531
H: 2.8905 -0.0352 1.2463
H: 2.2623 1.5991 1.1810

Properties
Total charge: 0
LUMO, eV: 0.7
Spin multiplicity: 1
Energy relative to the best compared isomer or geometry (same formula, charge and spin), kcal per mole: 36.7
SMILES string: CN=C=N.CC#N
HOMO energy, eV: -9.72

natural (NBO) population analysis, charges in e, atoms 1 to 2: -0.41, -0.52

***

Entry 6:
Molecular formula: C6H10O
Method: DFT, ωB97M-V/def2-TZVPD

Positions of all 17 atoms, in Å:
C: -1.3740 -0.1631 0.3184
C: -0.7513 -1.3350 -0.4394
O: 0.5987 -1.1385 -0.8113
C: 1.4423 -0.6613 0.2101
C: 1.4693 0.8760 0.2718
C: 0.3460 1.7942 0.2107
C: -0.9699 1.2200 -0.2218
H: -1.1170 -0.2163 1.3849
H: -2.4658 -0.2718 0.2737
H: -0.8553 -2.2598 0.1522
H: -1.2794 -1.4892 -1.3873
H: 1.1697 -1.0839 1.1917
H: 2.4511 -1.0264 -0.0188
H: 2.3041 1.2440 0.8823
H: 1.7188 1.3362 -0.7278
H: -0.9488 1.2166 -1.3251
H: -1.7383 1.9583 0.0353

Properties
Total charge: 0
LUMO, eV: 0.6
Spin multiplicity: 1
Energy relative to the best compared isomer or geometry (same formula, charge and spin), kcal per mole: 84.8
HOMO energy, eV: -7.96

natural (NBO) population analysis, charges in e, atoms 1 to 2: -0.45, -0.06